(1)
A cluster of 2 separate species, C45H41F6N4 in total, computed with ωB97M-V with the def2-TZVPD basis set.

Geometry as XYZ:
```
96
Properties=species:S:1:pos:R:3
F 7.9122 -1.5048 6.3337
F 5.8064 -1.0932 6.9120
F -6.2384 -0.8713 8.5649
F 7.2456 0.5681 6.7427
F -4.1988 -1.6740 8.4894
F -4.7432 -0.2101 10.0638
N 0.2108 -3.2770 -0.6740
N 5.3072 0.4931 4.8031
N -4.6950 0.1164 6.4370
N 0.0959 -1.1025 -0.7886
C 2.0549 -0.7349 -2.2676
C 6.5963 3.4289 3.0259
C -4.5108 0.5726 7.8259
C 5.0183 2.8494 5.2822
C 1.7242 -0.1919 5.4924
C 2.7087 -2.8793 -3.2472
C 5.2049 4.1669 4.8728
C -2.3022 -2.1332 4.8036
C 1.5058 -1.2630 4.6270
C -0.3377 0.2677 -0.5185
C -7.8464 0.1574 4.5237
C -7.9618 1.5170 4.2169
C -4.9639 -2.6176 -0.6374
C -3.5447 -0.3349 5.7738
C 2.9514 0.4602 5.4968
C -4.9200 -0.5312 8.7529
C -4.2856 -2.4335 0.5860
C -6.4609 -2.7719 -0.7239
C 3.7957 -1.1344 3.8434
C -6.9702 2.4226 4.6134
C 1.4332 -2.8538 -1.2528
C 6.4321 -0.4394 4.7530
C 5.5772 1.8243 4.5133
C 1.3502 -1.4598 -1.3121
C -5.8017 0.6119 5.7172
C 0.1517 -1.8778 4.3318
C -0.0944 -4.6524 -0.3274
C -2.8881 -2.3043 0.6139
C 2.5357 -1.6857 3.7645
C -2.4355 0.5265 5.6661
C -2.1479 -2.3330 -0.6032
C 2.2232 -3.5810 -2.1358
C -5.9116 1.9837 5.4051
C 6.0165 4.4620 3.7695
C 6.8805 -0.6319 6.1794
C -6.7532 -0.2969 5.2561
C -1.2924 0.0412 5.0694
C -0.6669 -2.2411 -0.6881
C -1.1529 -1.3275 4.8364
C -2.8481 -2.4907 -1.8190
C -3.5099 -1.6586 5.2741
C 6.4156 2.1100 3.4219
C -4.2210 -2.6354 -1.8158
C 4.0198 -0.0379 4.7193
C 2.6312 -1.4802 -3.3080
H -0.5231 0.7317 4.7538
H 0.4618 0.9364 -0.8582
H -2.2131 -3.1259 4.3687
H -5.1450 1.4437 7.9950
H -5.1227 2.6621 5.7254
H 0.0925 -1.6111 3.3102
H -0.3488 -4.7401 0.7431
H -1.2684 0.5068 -1.0431
H -8.6079 -0.5518 4.2024
H -6.9338 -2.8101 0.2620
H 3.0082 -0.9588 -4.1890
H 4.4627 2.6113 6.1832
H -0.4708 0.4257 0.5670
H -8.8258 1.8748 3.6484
H -7.0282 3.4626 4.3022
H 0.9234 0.1935 6.1289
H 2.0809 0.3540 -2.2116
H -3.4506 0.7678 7.9826
H -6.8751 -1.9280 -1.2932
H 3.1463 -3.4266 -4.0825
H -2.3284 -2.1817 1.5589
H 0.8196 -5.2316 -0.4991
H -4.4335 -2.2278 5.2674
H 6.1841 5.5067 3.4910
H -6.7233 -3.6800 -1.2865
H -6.5859 -1.3451 5.4843
H -0.9266 -5.0434 -0.9264
H -2.5157 1.5792 5.9342
H 7.2645 -0.0186 4.1864
H -4.8559 -2.3949 1.5213
H 4.7279 4.9628 5.4397
H 2.4148 -4.6464 -1.9856
H 3.0872 1.3460 6.1231
H 2.3024 -2.4196 2.9886
H 6.8632 1.2790 2.8718
H 7.1904 3.6461 2.1376
H 6.1089 -1.4105 4.3771
H -4.7788 -2.7758 -2.7368
H 4.6085 -1.4938 3.1914
H -2.2913 -2.5000 -2.7574
H 0.1170 -2.9820 4.3244
```

Properties
Kohn-Sham gap: 6.65 eV
Net charge: +1
Largest force on an atom: 2.6 eV Å⁻¹



(2)
The molecule C4H8O2, computed with ωB97M-V with the def2-TZVPD basis set.

Geometry as XYZ:
```
14
Properties=species:S:1:pos:R:3
O -0.8490 1.1552 -0.9428
O 1.2190 1.1018 0.7931
C -0.9438 -0.2328 -0.6203
C 1.4813 -0.2275 0.3986
C 0.3084 -1.0068 -0.2615
C -1.5486 0.7736 0.2498
H 1.7831 -0.7473 1.3123
H 0.8151 1.5449 0.0291
H -1.6157 -0.7737 -1.2895
H 2.3435 -0.2529 -0.2823
H -2.6232 0.9384 0.2228
H 0.6813 -1.4893 -1.1735
H -1.0331 1.0399 1.1696
H -0.0183 -1.8233 0.3947
```

Properties
Kohn-Sham gap: 11.11 eV
Net charge: 0
Structure (SMILES): OCC[C@H]1CO1
Largest force on an atom: 0.4 eV Å⁻¹